1.
The following is a DFT calculation (ωB97M-V/def2-TZVPD) of a structure of composition C35H43Cl3NO3P2STa.

XYZ file:
```
89
Properties=species:S:1:pos:R:3
Ta -0.540 0.227 0.524
Cl -6.300 -3.897 1.573
C -4.960 -2.833 1.721
C -4.239 -2.473 0.589
C -3.166 -1.614 0.735
Cl -2.224 -1.093 -0.610
C -2.760 -1.088 1.970
O -1.735 -0.296 2.045
C -3.523 -1.484 3.088
Cl -3.059 -0.867 4.636
C -4.603 -2.334 2.973
H -4.517 -2.848 -0.383
H -5.173 -2.610 3.844
C 2.852 -0.914 1.988
P 1.115 -0.516 2.387
C 0.650 -1.823 3.576
C 1.287 0.951 3.501
C -0.078 1.575 3.788
P -0.884 2.198 2.246
C -0.262 3.927 2.140
C -2.605 2.447 2.806
H 3.454 -0.905 2.896
H 3.245 -0.186 1.281
H 2.907 -1.900 1.532
H 1.363 -1.815 4.402
H 0.684 -2.795 3.092
H -0.353 -1.651 3.962
H 1.947 1.679 3.022
H 1.757 0.628 4.434
H 0.016 2.399 4.503
H -0.745 0.828 4.226
H -0.366 4.414 3.108
H -0.840 4.487 1.410
H 0.782 3.950 1.844
H -2.630 3.268 3.523
H -2.967 1.540 3.288
H -3.253 2.679 1.963
C -0.879 -4.483 1.335
C -0.015 -3.614 0.467
O -0.030 -2.382 0.630
C 0.835 -4.245 -0.535
C 0.778 -5.620 -0.805
C 1.580 -6.169 -1.785
C 2.435 -5.364 -2.524
C 2.507 -4.002 -2.264
C 1.728 -3.446 -1.269
H -1.426 -3.870 2.049
H -0.273 -5.213 1.870
H -1.597 -5.032 0.729
H 0.113 -6.262 -0.252
H 1.538 -7.230 -1.979
H 3.052 -5.801 -3.293
H 3.175 -3.377 -2.838
H 1.803 -2.393 -1.025
C -3.550 3.240 -2.108
S -2.262 3.250 -0.820
O -2.175 1.787 -0.400
C -0.835 3.554 -1.879
C -0.047 4.662 -1.610
C 1.040 4.933 -2.423
C 1.328 4.108 -3.499
C 0.528 3.010 -3.768
C -0.554 2.726 -2.952
H -3.306 2.526 -2.886
H -3.624 4.237 -2.530
H -4.490 2.970 -1.632
H -0.284 5.315 -0.784
H 1.650 5.800 -2.228
H 2.173 4.321 -4.133
H 0.738 2.378 -4.614
H -1.174 1.864 -3.143
C 0.431 -0.846 -3.218
C 1.575 0.076 -2.914
C 2.595 0.269 -3.829
C 3.628 1.158 -3.576
C 3.646 1.867 -2.387
C 2.651 1.702 -1.442
C 2.662 2.501 -0.174
C 1.599 0.788 -1.691
N 0.643 0.599 -0.774
H 0.533 -1.251 -4.221
H -0.518 -0.315 -3.143
H 0.396 -1.676 -2.515
H 2.568 -0.269 -4.766
H 4.416 1.291 -4.303
H 4.448 2.559 -2.187
H 3.667 2.866 0.027
H 2.306 1.895 0.663
H 1.998 3.360 -0.275
```

Calculated values
energy relative to the best compared isomer or geometry (same formula, charge and spin): 36.47 kcal/mol
E: -4158.08273 Ha
highest occupied orbital energy: -12.78 eV
net charge: +2
F_max: 0.0499 hartree/bohr

***

2.
The following is a DFT calculation (ωB97M-V/def2-TZVPD) of a structure of composition C35H43FN3OPSe2Ta.

XYZ file:
```
87
Properties=species:S:1:pos:R:3
Ta 0.684 -0.001 -0.068
Se 2.038 1.961 0.884
P 0.737 3.112 -0.518
Se -0.271 1.532 -1.757
C -0.470 4.069 0.376
C -1.841 3.911 0.181
C -2.722 4.744 0.853
C -2.237 5.723 1.710
C -0.868 5.880 1.902
C 0.021 5.058 1.234
C 1.769 4.072 -1.601
C 3.021 4.506 -1.156
C 3.754 5.374 -1.947
C 3.248 5.798 -3.169
C 2.003 5.363 -3.609
C 1.254 4.504 -2.826
H -2.228 3.166 -0.503
H -3.787 4.642 0.693
H -2.928 6.377 2.225
H -0.496 6.653 2.560
H 1.088 5.202 1.371
H 3.431 4.174 -0.211
H 4.723 5.718 -1.611
H 3.828 6.473 -3.785
H 1.615 5.697 -4.561
H 0.277 4.186 -3.172
C -0.646 -1.436 -3.774
C -1.750 -2.032 -2.908
C -2.861 -1.015 -2.624
C -1.374 -2.746 -1.611
C -2.275 -3.730 -1.194
C -2.121 -4.412 -0.002
C -1.047 -4.132 0.832
C -0.092 -3.195 0.462
C 1.121 -2.981 1.362
C 2.241 -3.980 1.039
C 0.783 -3.053 2.850
C -0.276 -2.513 -0.764
N 0.787 -1.601 -1.146
C 1.886 -2.080 -1.892
C 1.975 -3.245 -2.638
C 3.175 -3.507 -3.289
C 4.260 -2.640 -3.192
C 4.193 -1.476 -2.427
C 2.991 -1.267 -1.820
F 2.748 -0.159 -0.962
H -1.097 -1.035 -4.681
H 0.080 -2.185 -4.086
H -0.098 -0.618 -3.300
H -2.208 -2.816 -3.515
H -2.535 -0.238 -1.927
H -3.739 -1.495 -2.188
H -3.174 -0.525 -3.546
H -3.121 -3.958 -1.830
H -2.838 -5.174 0.277
H -0.938 -4.680 1.757
H 1.550 -1.968 1.181
H 1.879 -4.996 1.205
H 3.095 -3.817 1.697
H 2.581 -3.909 0.009
H 0.606 -4.085 3.155
H -0.110 -2.479 3.109
H 1.622 -2.695 3.447
H 1.141 -3.933 -2.692
H 3.269 -4.407 -3.880
H 5.179 -2.875 -3.711
H 5.029 -0.800 -2.317
C -3.060 -0.925 0.927
N -2.464 -0.867 2.264
C -3.177 -1.628 3.303
C -1.289 -0.308 2.474
O -0.476 -0.174 1.425
N -0.860 0.125 3.642
C 0.562 0.341 3.923
C -1.784 0.551 4.706
H -4.133 -0.774 1.030
H -2.873 -1.898 0.470
H -2.660 -0.133 0.298
H -3.502 -2.562 2.847
H -4.049 -1.087 3.667
H -2.506 -1.858 4.125
H 1.178 -0.261 3.260
H 0.755 0.023 4.946
H 0.813 1.396 3.820
H -2.766 0.746 4.288
H -1.389 1.476 5.123
H -1.852 -0.191 5.501
```

Calculated values
energy relative to the best compared isomer or geometry (same formula, charge and spin): 0.00 kcal/mol
E: -6899.31011 Ha
highest occupied orbital energy: -16.71 eV
net charge: +3
F_max: 0.0080 hartree/bohr